No. 1
Here is C6H10 in the gas phase from the OMol25 dataset. Energies are from the ωB97M-V functional and the def2-TZVPD basis.

Summary:
**LUMO**: 0.39 eV
**Total charge**: 0
**Electronic energy**: -6377.0439 eV

Positions of all 16 atoms, in Å:
C  -0.00760  0.14158  0.95511
C  -1.23122  -0.26353  1.49563
C  -0.42112  -0.07577  -0.52710
C  0.99386  0.16533  -0.56012
C  2.01417  -0.93271  -0.25944
C  -1.22763  1.13844  -1.09794
H  0.52738  0.92231  1.48622
H  -1.64687  0.10344  2.42624
H  -1.43721  -1.30369  1.29050
H  -0.50494  -1.13759  -0.78401
H  2.87823  -0.80990  -0.92029
H  2.32966  -1.06811  0.76246
H  1.61005  -1.89341  -0.66450
H  -2.24240  0.98127  -0.76045
H  -0.72065  1.95930  -0.59309
H  -1.12745  1.14385  -2.18070

Here are the Mulliken charges for atoms 1 to 4, given in e: atom 1 (C): -0.352, atom 2 (C): -0.781, atom 3 (C): 0.363, atom 4 (C): -0.448


No. 2
Here is a molecular structure, C8H22LuNbO2 from the OMol25 dataset. Energies are from the ωB97M-V functional and the def2-TZVPD basis.

Summary:
**LUMO**: -9.40 eV
**Total charge**: +2
**Electronic energy**: -47890.8103 eV

Positions of all 34 atoms, in Å:
C  3.32260  1.39053  1.07986
C  2.94542  1.01641  -0.34607
C  3.36419  -0.39524  -0.69273
C  2.31598  -1.49725  -0.29110
C  1.57562  -1.89172  -1.44791
Nb  -0.36979  -1.57765  -0.17471
O  -2.11837  -1.40583  0.38330
C  -2.74040  -0.35822  1.14289
C  -3.08544  0.83694  0.28367
C  -4.33213  0.65156  -0.56417
O  -3.34581  1.93156  1.26562
H  2.95746  2.38430  1.30568
H  4.39997  1.41213  1.16903
H  2.93654  0.69081  1.81539
H  3.48787  1.68945  -0.99923
H  1.88732  1.17351  -0.53212
H  4.25667  -0.68097  -0.14677
H  3.59818  -0.45476  -1.74523
H  2.76984  -2.37482  0.14577
H  1.62263  -0.98662  0.49427
H  1.56866  -1.17774  -2.25906
H  1.71317  -2.87516  -1.87098
H  -0.70776  -1.59200  -1.97671
H  0.11453  0.17852  -0.18090
H  0.57831  -1.74627  1.37912
H  -0.19112  -3.40005  -0.10820
H  -2.16446  -0.07955  2.01666
H  -3.67769  -0.76224  1.50912
H  -2.27886  1.17540  -0.35776
H  -5.17868  1.11640  -0.07794
H  -4.20504  1.18776  -1.49745
H  -4.52510  -0.38461  -0.80202
H  -3.64490  2.70133  0.73068
Lu  -2.84942  4.10410  1.35001

Here are the Mulliken charges for atoms 1 to 4, given in e: atom 1 (C): -1.246, atom 2 (C): -0.360, atom 3 (C): -0.842, atom 4 (C): 0.020


No. 3
Here is 13 unconnected molecules or ions with the total composition C27H80O13 from the OMol25 dataset. Energies are from the ωB97M-V functional and the def2-TZVPD basis.

Summary:
**LUMO**: -0.21 eV
**Total charge**: 0
**Electronic energy**: -55911.4505 eV

Positions of all 120 atoms, in Å:
O  4.21911  -1.52624  -2.35795
H  4.78731  -2.28682  -2.23585
H  3.33850  -1.89400  -2.43219
O  2.05925  -3.05999  -2.16733
H  1.99863  -4.01503  -2.14581
H  1.58601  -2.77183  -1.38678
O  -3.47317  -2.37572  1.74076
H  -2.73798  -2.70165  1.22164
H  -4.25061  -2.64858  1.25357
O  -2.20313  -3.14986  -0.97637
H  -1.47477  -2.55815  -0.78771
H  -1.79594  -3.90264  -1.40505
C  -0.56037  -0.03438  4.73895
C  -1.36201  1.10109  5.37646
C  -2.76694  1.07142  4.89093
O  -1.16219  1.12753  6.76726
H  0.51170  0.10399  4.87898
H  -0.89816  -0.22504  3.72030
H  -0.78907  -0.98553  5.21968
H  -0.94258  2.03990  5.01479
H  -2.81027  0.75420  3.84901
H  -3.30403  2.01657  4.97055
H  -3.40044  0.31540  5.35484
H  -1.89258  1.51340  7.25637
C  3.53514  1.93154  2.12564
C  2.86610  0.83925  2.93731
C  3.72412  -0.48618  2.84104
O  2.91764  1.22905  4.32227
H  4.34280  2.36509  2.71541
H  2.86591  2.74497  1.84534
H  4.06085  1.46778  1.29097
H  1.88962  0.54838  2.55003
H  3.72003  -0.86786  1.82005
H  3.31593  -1.25478  3.49734
H  4.78664  -0.26184  2.93502
H  3.87031  1.13214  4.39042
C  1.78897  1.08679  -6.18215
C  2.52400  0.10413  -5.33869
C  3.93973  0.50920  -5.07601
O  1.97344  0.02683  -4.06036
H  0.73718  0.82472  -6.29682
H  2.24323  0.93269  -7.16092
H  1.97732  2.12368  -5.90379
H  2.51447  -0.85134  -5.86315
H  4.48590  0.06316  -4.24484
H  4.06989  1.59092  -5.04389
H  4.56342  0.18699  -5.90985
H  2.67643  -0.23171  -3.45990
C  0.78881  4.86621  -2.51534
C  0.87069  3.34066  -2.60853
C  -0.48648  2.66527  -2.91635
O  1.79651  2.97008  -3.60177
H  1.61706  5.40803  -2.05869
H  -0.07469  5.26029  -1.97945
H  0.70807  5.38824  -3.46879
H  1.23133  2.98594  -1.64301
H  -1.12998  2.71430  -2.03795
H  -0.31953  1.59241  -3.01235
H  -1.00607  2.82795  -3.86063
H  1.81736  2.01744  -3.71862
C  -1.51177  -2.21420  -4.13535
C  -0.96172  -3.06585  -5.30745
C  -0.74552  -2.23152  -6.59350
O  0.21333  -3.73082  -5.02873
H  -1.50858  -2.78687  -3.20793
H  -2.51294  -1.85317  -4.37076
H  -0.87699  -1.34772  -3.94998
H  -1.68410  -3.86346  -5.48091
H  -1.43767  -1.39183  -6.65632
H  -0.75749  -2.87008  -7.47678
H  0.21626  -1.72383  -6.52048
H  0.62545  -3.25111  -4.30648
C  0.88248  -3.52310  3.71428
C  0.12358  -4.19360  4.91829
C  0.65403  -5.65137  5.14588
O  0.28921  -3.49876  6.06760
H  0.53785  -3.91641  2.75792
H  1.93590  -3.62139  3.97651
H  0.61941  -2.46882  3.62833
H  -0.92711  -4.25986  4.63588
H  0.78013  -6.10038  4.16069
H  0.21607  -6.34282  5.86573
H  1.69118  -5.62606  5.48025
H  -0.34896  -3.85368  6.69081
C  -0.36846  -0.60642  0.98641
C  -0.09828  0.02488  -0.39505
C  1.38054  0.44233  -0.47460
O  -0.27279  -1.00423  -1.36103
H  0.29595  -1.45766  1.13496
H  -1.40553  -0.93337  1.06181
H  -0.22941  0.10981  1.79620
H  -0.75649  0.82709  -0.72869
H  2.05592  -0.39064  -0.27935
H  1.56230  1.17751  0.30933
H  1.63113  0.90508  -1.42915
H  0.10317  -0.71630  -2.19611
C  -1.64149  3.31956  2.36214
C  -0.12620  3.81226  2.28117
C  -0.12624  4.82435  1.14275
O  0.21728  4.58749  3.39464
H  -2.03850  3.11658  1.36751
H  -2.10294  4.23686  2.72783
H  -1.77617  2.46703  3.02782
H  0.59698  3.02776  2.05828
H  -0.85872  5.63130  1.12271
H  -0.34796  4.33204  0.19588
H  0.85892  5.28251  1.05527
H  0.91225  5.18138  3.10153
C  -5.79982  -0.46252  0.08496
C  -4.33644  -0.10534  -0.04924
C  -4.13545  1.04613  -1.02784
O  -3.90292  0.23772  1.21764
H  -6.32755  0.46325  0.31416
H  -6.12244  -1.20924  0.81051
H  -6.34717  -0.68416  -0.83122
H  -3.93312  -1.04471  -0.42741
H  -3.05571  1.13645  -1.14662
H  -4.56809  1.97521  -0.65671
H  -4.44665  0.67859  -2.00568
H  -3.88033  -0.54028  1.77960

Here are the Mulliken charges for atoms 1 to 4, given in e: atom 1 (O): -0.604, atom 2 (H): 0.284, atom 3 (H): 0.325, atom 4 (O): -0.766


No. 4
Here is a molecular structure, C13H12CuN2O6Se from the OMol25 dataset. Energies are from the ωB97M-V functional and the def2-TZVPD basis.

Summary:
**LUMO (alpha / beta)**: 2.47 / 2.48 eV
**Total charge**: -1
**Electronic energy**: -138926.9730 eV

Positions of all 35 atoms, in Å:
Cu  1.26797  1.13160  1.03354
O  0.45087  1.08915  4.70623
C  0.48329  0.61410  3.58211
O  1.50944  0.63544  2.79065
C  -0.74583  -0.16936  3.07101
C  -0.29069  -1.37159  2.22457
C  -1.43815  -2.38476  2.10920
C  -2.37671  -1.65539  1.11841
C  -1.58567  -0.36403  0.84424
O  -0.22986  -0.82199  0.89975
C  -1.68567  0.57197  2.06696
C  -1.34737  2.03438  1.69360
O  -2.27116  2.83965  1.73982
O  -0.15177  2.32996  1.31444
H  -1.29266  -0.48125  3.95871
H  0.67898  -1.77535  2.50046
H  -1.07736  -3.32761  1.69741
H  -1.90356  -2.57748  3.07494
H  -2.50128  -2.22318  0.19600
H  -3.36330  -1.44853  1.53157
H  -1.79352  0.09771  -0.11915
H  -2.71025  0.61319  2.42824
O  2.02773  1.63713  -0.45890
N  2.52733  0.51360  -0.11690
Se  1.85130  -0.94922  -1.28229
C  1.69456  -0.04737  -2.96742
C  2.24547  -0.66591  -4.08956
C  2.12837  -0.04529  -5.32031
N  1.53766  1.13347  -5.50071
C  1.00069  1.70742  -4.42825
C  1.02047  1.15581  -3.15409
H  2.76376  -1.61041  -3.98908
H  2.54240  -0.50610  -6.21186
H  0.51264  2.66127  -4.59928
H  0.52189  1.65895  -2.34408

Here are the Mulliken charges for atoms 1 to 4, given in e: atom 1 (Cu): -0.057, atom 2 (O): -0.725, atom 3 (C): 0.345, atom 4 (O): -0.617


No. 5
Here is 3 unconnected molecules or ions with the total composition C17H36F8N4O4S2 from the OMol25 dataset. Energies are from the ωB97M-V functional and the def2-TZVPD basis.

Summary:
**LUMO**: 0.51 eV
**Total charge**: 0
**Electronic energy**: -75771.4544 eV

Positions of all 71 atoms, in Å:
C  1.74211  0.00259  -2.61349
N  0.65405  0.22802  -3.58284
C  -0.09638  1.41853  -3.25921
N  -1.20408  1.66569  -4.22299
S  -0.72439  2.37621  -5.65929
O  0.33783  1.66625  -6.27070
O  -1.87357  2.77096  -6.37719
F  -0.10582  3.65046  -5.00708
S  -2.23915  0.33130  -4.38023
O  -2.23586  -0.32609  -3.11522
O  -2.00105  -0.38973  -5.58279
C  -3.91773  1.11981  -4.41158
F  -3.91225  1.96428  -3.36468
F  -4.15407  1.80283  -5.52427
C  -5.08764  0.08995  -4.19482
F  -5.20800  -0.17901  -2.89243
F  -6.20225  0.74183  -4.59862
C  -5.05048  -1.23757  -4.99820
F  -6.25073  -1.79430  -4.91724
F  -4.17650  -2.08353  -4.50598
F  -4.79016  -0.99043  -6.26748
H  1.91392  -1.06730  -2.50629
H  2.66761  0.48919  -2.94239
H  1.48789  0.43810  -1.64598
H  1.06855  0.31935  -4.50299
H  0.51621  2.32624  -3.25626
H  -0.52702  1.30797  -2.26285
C  -2.81607  1.89041  -0.47564
C  -2.13190  1.21753  0.70144
N  -0.80866  1.75675  0.96976
C  -0.03773  0.94964  1.89889
C  -0.54465  0.83086  3.34269
C  -0.74516  3.19465  1.17114
C  -1.58155  3.80392  2.30494
H  -2.19302  1.82953  -1.36756
H  -3.75835  1.38520  -0.68859
H  -3.04607  2.93940  -0.28466
H  -2.01101  0.15666  0.46664
H  -2.80040  1.26696  1.57579
H  0.98952  1.32571  1.91626
H  0.02882  -0.05799  1.47583
H  -0.34992  1.73567  3.91691
H  -0.02212  0.01434  3.84615
H  -1.61140  0.61186  3.39036
H  -1.03964  3.67759  0.23627
H  0.30473  3.46635  1.30843
H  -2.58821  3.38552  2.33993
H  -1.68023  4.87994  2.14932
H  -1.11969  3.66293  3.28080
C  1.29659  -2.97437  2.68780
C  2.62501  -3.59420  3.08960
N  3.75891  -2.72828  2.81847
C  5.03966  -3.39860  2.95469
C  5.45371  -3.90012  4.34437
C  3.67665  -1.39232  3.38314
C  3.51781  -1.25771  4.90434
H  1.30326  -2.68476  1.63580
H  0.49026  -3.69380  2.83586
H  1.05981  -2.09504  3.28780
H  2.76801  -4.51470  2.51765
H  2.56304  -3.89534  4.14809
H  5.81531  -2.72830  2.57401
H  5.03015  -4.25340  2.27137
H  5.77132  -3.08704  4.99587
H  6.30015  -4.58274  4.24732
H  4.64977  -4.44529  4.83959
H  2.83686  -0.87848  2.90804
H  4.56185  -0.83862  3.06004
H  2.78760  -1.96336  5.30297
H  3.16763  -0.25257  5.14839
H  4.45828  -1.40594  5.43279

Here are the Mulliken charges for atoms 1 to 4, given in e: atom 1 (C): -0.810, atom 2 (N): -0.191, atom 3 (C): -0.733, atom 4 (N): 0.287


No. 6
Here is a molecular structure, C7H19O10Sr from the OMol25 dataset. Energies are from the ωB97M-V functional and the def2-TZVPD basis.

Summary:
**LUMO**: 1.75 eV
**Total charge**: -1
**Electronic energy**: -28883.1910 eV

Positions of all 37 atoms, in Å:
Sr  0.11394  0.31409  0.80878
C  -2.33094  3.65933  -1.43578
C  -0.96016  3.18168  -1.84639
O  -0.43079  3.49988  -2.92103
O  -0.35833  2.43794  -1.07305
H  -2.78750  3.08972  -0.62634
H  -2.98323  3.54212  -2.30116
H  -2.40417  4.69292  -1.09751
C  -0.81666  -3.91338  1.31528
C  -0.39016  -2.50816  1.51110
O  0.85352  -2.21383  1.46878
O  -1.27295  -1.65009  1.73331
H  -0.22802  -4.37995  0.52540
H  -1.89771  -3.97129  1.18848
H  -0.64714  -4.56134  2.17523
C  4.05085  -0.86109  -0.66991
C  3.44838  0.58263  -0.85151
O  4.19359  1.45927  -1.39104
O  2.26703  0.76875  -0.53126
H  4.42136  -1.01415  -1.68352
H  3.23955  -1.51277  -0.34557
H  5.00908  -0.90378  -0.15216
C  -0.55502  -1.79415  -2.30686
O  -0.70687  -0.75986  -1.29052
H  0.51787  -1.98575  -2.32398
H  -1.16135  -2.62504  -1.94620
H  -0.89574  -1.41259  -3.26937
H  -1.49696  -0.29005  -1.56736
O  -0.71266  2.06675  2.44386
H  -0.12456  2.56673  3.00989
H  -1.58742  2.24566  2.78885
O  -2.62066  0.70059  0.57377
H  -3.38848  0.70925  1.14526
H  -2.97440  0.53991  -0.30104
O  1.71081  0.20810  2.74229
H  2.36292  0.68230  3.25816
H  1.54295  -0.59022  3.24302

Here are the Mulliken charges for atoms 1 to 4, given in e: atom 1 (Sr): 1.753, atom 2 (C): -0.853, atom 3 (C): 0.510, atom 4 (O): -0.749